i.
A 2-piece molecular cluster, C6H9NOS overall. Source: OMol25; level of theory: ωB97M-V/def2-TZVPD.

## Properties
Multiplicity: 1
HOMO energy (alpha / beta): -7.70 / -7.71 eV

Bonds (Å) are listed after each position.
Geometry (Å):
1 C -0.78 1.80 -0.89  N7 1.220, S9 1.856, H10 1.109
2 C -0.41 -1.81 -1.47  C3 1.449, O8 1.366, H11 1.124, H12 1.062
3 C -0.70 -2.02 -0.06  C2 1.449, O8 1.364, H13 1.128
4 C -0.75 0.06 0.91  C5 1.536, S9 1.759, H14 1.021
5 C 0.61 0.50 0.33  C4 1.536, C6 1.482, N7 1.443, H15 1.140
6 C 1.37 1.28 1.33  C5 1.482, H16 1.143, H17 1.123, H18 1.030
7 N 0.35 1.37 -0.79  C1 1.220, C5 1.443
8 O 0.48 -2.41 -0.62  C2 1.366, C3 1.364
9 S -2.02 1.12 0.32  C1 1.856, C4 1.759
10 H -1.23 2.44 -1.68  C1 1.109
11 H -0.81 -2.39 -2.35  C2 1.124
12 H -0.21 -0.88 -1.94  C2 1.062
13 H -1.43 -2.74 0.41  C3 1.128
14 H -0.81 -0.43 1.81  C4 1.021
15 H 1.18 -0.35 -0.17  C5 1.140
16 H 2.47 1.42 1.04  C6 1.143
17 H 1.65 0.80 2.30  C6 1.123
18 H 1.04 2.24 1.51  C6 1.030

Want to see where the charge sits? The natural (NBO) charges in e are: 0.007, -0.148, 0.057, -0.347, -0.159, -0.619, -0.395, -0.476, 0.203, 0.211, 0.167, 0.178, 0.192, 0.222, 0.246, 0.222, 0.223, 0.217

***

ii.
C6H9NOS in the gas phase. Source: OMol25; level of theory: ωB97M-V/def2-TZVPD.

## Properties
SMILES string: CSc1c(O)ccn1C
Multiplicity: 1
HOMO energy: -7.99 eV

Bonds (Å) are listed after each position.
Geometry (Å):
1 C -1.95 0.71 -1.48  S2 1.825, H10 1.039, H11 1.069, H12 1.154
2 S -1.67 1.16 0.26  C1 1.825, C3 1.747
3 C -0.03 0.56 0.36  S2 1.747, C4 1.368, N8 1.363
4 C 1.17 1.11 0.01  C3 1.368, O5 1.358, C6 1.384
5 O 1.29 2.31 -0.62  C4 1.358, H13 0.940
6 C 2.10 0.10 0.18  C4 1.384, C7 1.346, H14 1.112
7 C 1.49 -1.02 0.60  C6 1.346, N8 1.330, H15 1.040
8 N 0.20 -0.73 0.73  C3 1.363, C7 1.330, C9 1.415
9 C -0.79 -1.54 1.34  N8 1.415, H16 1.153, H17 1.154, H18 1.067
10 H -2.23 -0.27 -1.70  C1 1.039
11 H -0.96 0.90 -1.83  C1 1.069
12 H -2.72 1.43 -1.95  C1 1.154
13 H 2.18 2.41 -0.92  O5 0.940
14 H 3.19 0.11 -0.04  C6 1.112
15 H 1.96 -1.95 0.69  C7 1.040
16 H -0.35 -2.24 2.15  C9 1.153
17 H -1.71 -0.94 1.70  C9 1.154
18 H -1.15 -2.13 0.53  C9 1.067

Want to see where the charge sits? The natural (NBO) charges in e are: -0.725, 0.233, -0.137, 0.234, -0.661, -0.362, -0.048, -0.326, -0.420, 0.202, 0.229, 0.224, 0.479, 0.214, 0.212, 0.212, 0.243, 0.197

***

iii.
C6H9NOS in the gas phase. Source: OMol25; level of theory: ωB97M-V/def2-TZVPD.

## Properties
Multiplicity: 1
HOMO energy: -8.72 eV

Bonds (Å) are listed after each position.
Geometry (Å):
1 C 2.70 -0.95 -1.13  C2 1.227, H10 1.052
2 C 1.97 -0.44 -0.28  C1 1.227, C5 1.437
3 C 0.06 -0.70 1.25  C4 1.519, C5 1.481, H11 1.043, H12 1.115
4 C -1.25 0.00 0.93  C3 1.519, N7 1.467, H13 1.163, H14 1.157
5 C 1.18 0.15 0.76  C2 1.437, C3 1.481, S9 2.162, H15 1.073
6 C -1.35 0.01 -1.57  N7 1.442, H16 1.015, H17 1.077, H18 1.158
7 N -1.18 0.74 -0.34  C4 1.467, C6 1.442, S9 1.652
8 O -0.33 2.76 0.71  S9 1.474
9 S 0.13 1.74 -0.25  C5 2.162, N7 1.652, O8 1.474
10 H 3.55 -1.13 -1.71  C1 1.052
11 H 0.05 -0.80 2.29  C3 1.043
12 H -0.05 -1.69 0.75  C3 1.115
13 H -2.13 -0.74 1.07  C4 1.163
14 H -1.35 0.79 1.76  C4 1.157
15 H 1.92 0.62 1.38  C5 1.073
16 H -0.69 -0.74 -1.38  C6 1.015
17 H -2.32 -0.34 -1.87  C6 1.077
18 H -0.93 0.74 -2.37  C6 1.158

Want to see where the charge sits? The natural (NBO) charges in e are: -0.246, -0.031, -0.457, -0.232, -0.427, -0.408, -0.653, -0.932, 1.380, 0.238, 0.235, 0.220, 0.222, 0.228, 0.258, 0.183, 0.213, 0.209

***

Of them, i has the lowest stability.

***

i.
A 3-piece molecular cluster, C6H17NO3 overall. Source: OMol25; level of theory: ωB97M-V/def2-TZVPD.

## Properties
SMILES string: CN[C@H](C=O)C(C)C.O.O
Multiplicity: 1
HOMO energy: -8.42 eV

Bonds (Å) are listed after each position.
Geometry (Å):
1 C 0.07 1.42 -1.75  N2 1.456, H9 1.091, H10 1.141, H11 1.117
2 N -0.03 0.25 -0.89  C1 1.456, C3 1.446, H12 1.035
3 C 0.35 0.56 0.47  N2 1.446, C4 1.576, C6 1.516, H13 1.110
4 C 1.83 1.00 0.78  C3 1.576, O5 1.201, H14 1.101
5 O 2.20 1.34 1.87  C4 1.201
6 C -0.22 -0.52 1.36  C3 1.516, C7 1.490, C8 1.560, H15 1.097
7 C -1.67 -0.62 1.65  C6 1.490, H16 1.085, H17 1.114, H18 1.099
8 C 0.48 -1.90 1.15  C6 1.560, H19 1.097, H20 1.092, H21 1.087
9 H 0.60 2.26 -1.29  C1 1.091
10 H -0.91 1.99 -1.87  C1 1.141
11 H 0.61 1.30 -2.72  C1 1.117
12 H 0.41 -0.60 -1.30  N2 1.035
13 H -0.20 1.50 0.69  C3 1.110
14 H 2.31 1.28 -0.18  C4 1.101
15 H 0.34 -0.26 2.27  C6 1.097
16 H -1.81 -0.56 2.73  C7 1.085
17 H -2.25 -1.53 1.37  C7 1.114
18 H -2.18 0.23 1.18  C7 1.099
19 H 1.56 -1.79 0.99  C8 1.097
20 H 0.38 -2.57 2.02  C8 1.092
21 H -0.04 -2.33 0.30  C8 1.087
22 O 0.89 -2.50 -1.80  H23 0.973, H24 0.975
23 H 0.59 -3.13 -2.48  O22 0.973
24 H 1.49 -3.18 -1.46  O22 0.975
25 O -3.08 1.56 -1.74  H26 0.960, H27 0.960
26 H -2.58 1.34 -0.95  O25 0.960
27 H -3.50 0.78 -2.10  O25 0.960

Want to see where the charge sits? The natural (NBO) charges in e are: -0.442, -0.681, -0.133, 0.432, -0.511, -0.232, -0.609, -0.611, 0.171, 0.210, 0.204, 0.405, 0.210, 0.108, 0.209, 0.219, 0.213, 0.201, 0.197, 0.209, 0.215, -0.932, 0.472, 0.472, -0.949, 0.478, 0.476

***

ii.
A 3-piece molecular cluster, C6H17NO3 overall. Source: OMol25; level of theory: ωB97M-V/def2-TZVPD.

## Properties
SMILES string: C=CC[C@H](C)NCO.O.O
Multiplicity: 1
HOMO energy: -9.35 eV

Bonds (Å) are listed after each position.
Geometry (Å):
1 C 1.45 2.20 0.11  C2 1.324, H9 1.095, H10 1.094
2 C 1.71 1.16 0.89  C1 1.324, C3 1.495, H11 1.089
3 C 0.67 0.55 1.78  C2 1.495, C4 1.620, H12 1.087, H13 1.091
4 C -0.66 0.18 0.94  C3 1.620, C5 1.509, N6 1.504, H14 1.092
5 C -1.60 -0.36 1.98  C4 1.509, H15 1.091, H16 1.101, H17 1.103
6 N -0.13 -0.74 -0.12  C4 1.504, C7 1.476, H18 1.029
7 C -1.06 -1.78 -0.62  N6 1.476, O8 1.409, H19 1.132, H20 1.089
8 O -1.49 -2.79 0.26  C7 1.409, H21 0.966
9 H 0.47 2.66 -0.03  C1 1.095
10 H 2.08 2.61 -0.69  C1 1.094
11 H 2.70 0.76 1.10  C2 1.089
12 H 0.38 1.28 2.54  C3 1.087
13 H 0.94 -0.40 2.24  C3 1.091
14 H -0.95 1.12 0.46  C4 1.092
15 H -1.40 -0.09 3.02  C5 1.091
16 H -2.65 -0.02 1.88  C5 1.101
17 H -1.73 -1.45 2.05  C5 1.103
18 H 0.58 -1.36 0.32  N6 1.029
19 H -1.91 -1.09 -0.91  C7 1.132
20 H -0.64 -2.28 -1.49  C7 1.089
21 H -1.66 -3.62 -0.21  O8 0.966
22 O -0.98 1.64 -2.17  H23 0.972, H24 0.959
23 H -1.41 1.30 -2.97  O22 0.972
24 H -0.66 0.87 -1.69  O22 0.959
25 O 2.41 0.24 -2.02  H26 0.971, H27 0.966
26 H 1.71 0.09 -1.36  O25 0.971
27 H 2.24 -0.53 -2.57  O25 0.966

Want to see where the charge sits? The natural (NBO) charges in e are: -0.388, -0.215, -0.430, -0.056, -0.675, -0.668, 0.091, -0.746, 0.194, 0.221, 0.210, 0.222, 0.201, 0.212, 0.217, 0.218, 0.250, 0.358, 0.146, 0.160, 0.484, -0.950, 0.469, 0.479, -0.943, 0.484, 0.455

***

Of them, i has the lowest stability.

***

i.
A 4-piece molecular cluster, C6H17NO3 overall. Source: OMol25; level of theory: ωB97M-V/def2-TZVPD.

## Properties
SMILES string: C/C=C/C/C=C/N.O.O.O
Multiplicity: 1
HOMO energy: -7.52 eV

Bonds (Å) are listed after each position.
Geometry (Å):
1 C 2.16 -0.89 2.93  C2 1.511, H8 1.086, H9 1.084, H10 1.100
2 C 1.90 -1.14 1.46  C1 1.511, C3 1.329, H11 1.091
3 C 1.30 -2.27 1.11  C2 1.329, C4 1.513, H12 1.093
4 C 0.92 -2.70 -0.29  C3 1.513, C5 1.509, H13 1.090, H14 1.103
5 C -0.11 -1.87 -1.01  C4 1.509, C6 1.346, H15 1.077
6 C -0.22 -1.79 -2.35  C5 1.346, N7 1.412, H16 1.085
7 N -0.84 -0.69 -2.97  C6 1.412, H17 1.019, H18 1.016
8 H 1.36 -1.30 3.55  C1 1.086
9 H 3.11 -1.35 3.19  C1 1.084
10 H 2.17 0.19 3.14  C1 1.100
11 H 2.29 -0.47 0.68  C2 1.091
12 H 1.05 -2.97 1.91  C3 1.093
13 H 1.81 -2.86 -0.90  C4 1.090
14 H 0.61 -3.76 -0.27  C4 1.103
15 H -0.65 -1.21 -0.36  C5 1.077
16 H 0.28 -2.40 -3.10  C6 1.085
17 H -1.24 0.11 -2.48  N7 1.019
18 H -1.56 -0.95 -3.64  N7 1.016
19 O -2.49 3.27 0.03  H20 0.964, H21 0.958
20 H -1.62 3.68 0.14  O19 0.964
21 H -3.08 3.59 0.71  O19 0.958
22 O -0.09 3.92 1.72  H23 0.948, H24 0.963
23 H 0.17 4.31 2.54  O22 0.948
24 H 0.56 3.32 1.35  O22 0.963
25 O -2.25 1.90 -2.43  H26 0.973, H27 0.970
26 H -2.48 2.47 -1.68  O25 0.973
27 H -3.07 1.85 -2.96  O25 0.970

Want to see where the charge sits? The natural (NBO) charges in e are: -0.639, -0.194, -0.168, -0.481, -0.277, 0.002, -0.842, 0.215, 0.216, 0.204, 0.199, 0.186, 0.216, 0.209, 0.200, 0.184, 0.408, 0.352, -0.976, 0.501, 0.487, -0.972, 0.487, 0.488, -0.975, 0.503, 0.467

***

ii.
A 3-piece molecular cluster, C6H17NO3 overall. Source: OMol25; level of theory: ωB97M-V/def2-TZVPD.

## Properties
SMILES string: CCC(=O)N(C)CC.O.O
Multiplicity: 1
HOMO energy: -9.50 eV

Bonds (Å) are listed after each position.
Geometry (Å):
1 C 0.06 -0.70 2.54  C2 1.515, H9 1.098, H10 1.093, H11 1.081
2 C -0.50 0.47 1.76  C1 1.515, C3 1.531, H12 1.080, H13 1.091
3 C -0.76 0.08 0.30  C2 1.531, O4 1.234, N5 1.355
4 O -1.04 -1.10 0.09  C3 1.234
5 N -0.81 1.01 -0.69  C3 1.355, C6 1.448, C7 1.454
6 C -1.36 0.71 -1.99  N5 1.448, H14 1.091, H15 1.077, H16 1.083
7 C -0.09 2.27 -0.55  N5 1.454, C8 1.526, H17 1.087, H18 1.085
8 C 1.42 2.07 -0.70  C7 1.526, H19 1.087, H20 1.084, H21 1.097
9 H 1.03 -1.09 2.20  C1 1.098
10 H -0.44 -1.60 2.19  C1 1.093
11 H 0.05 -0.56 3.62  C1 1.081
12 H -1.43 0.78 2.20  C2 1.080
13 H 0.18 1.32 1.79  C2 1.091
14 H -0.65 1.03 -2.75  C6 1.091
15 H -2.33 1.16 -2.09  C6 1.077
16 H -1.37 -0.35 -2.22  C6 1.083
17 H -0.47 2.96 -1.29  C7 1.087
18 H -0.31 2.70 0.42  C7 1.085
19 H 1.88 1.70 0.21  C8 1.087
20 H 1.96 2.92 -1.10  C8 1.084
21 H 1.62 1.28 -1.43  C8 1.097
22 O 1.78 -2.33 0.61  H23 0.966, H24 0.959
23 H 1.21 -2.01 -0.10  O22 0.966
24 H 1.75 -3.28 0.54  O22 0.959
25 O -0.09 -3.22 -1.30  H26 0.960, H27 0.963
26 H -0.67 -3.79 -0.80  O25 0.960
27 H -0.61 -2.43 -1.46  O25 0.963

Want to see where the charge sits? The natural (NBO) charges in e are: -0.653, -0.495, 0.702, -0.687, -0.440, -0.411, -0.214, -0.633, 0.256, 0.243, 0.207, 0.229, 0.203, 0.199, 0.205, 0.224, 0.206, 0.207, 0.217, 0.220, 0.213, -0.963, 0.492, 0.473, -0.961, 0.473, 0.489

***

Of them, i has the lowest stability.

***

i.
C2H6N2OS in the gas phase. Source: OMol25; level of theory: ωB97M-V/def2-TZVPD.

## Properties
SMILES string: NNC(=S)CO
Multiplicity: 1
HOMO energy: -8.42 eV

Bonds (Å) are listed after each position.
Geometry (Å):
1 N -1.06 0.04 -1.20  N2 1.417, H7 1.028, H8 1.021
2 N 0.25 0.52 -0.95  N1 1.417, C3 1.349, H9 0.991
3 C 0.93 0.44 0.21  N2 1.349, S4 1.612, C5 1.582
4 S 2.40 1.11 0.32  C3 1.612
5 C 0.24 -0.36 1.39  C3 1.582, O6 1.356, H10 1.114, H11 1.061
6 O -0.30 -1.52 0.96  C5 1.356, H12 0.951
7 H -1.08 -0.48 -2.09  N1 1.028
8 H -1.72 0.81 -1.31  N1 1.021
9 H 0.67 1.11 -1.64  N2 0.991
10 H 1.06 -0.61 2.10  C5 1.114
11 H -0.44 0.26 1.93  C5 1.061
12 H -0.96 -1.32 0.30  O6 0.951

Want to see where the charge sits? The natural (NBO) charges in e are: -0.673, -0.440, 0.076, -0.124, -0.110, -0.711, 0.369, 0.362, 0.385, 0.207, 0.174, 0.485

***

ii.
C2H6N2OS in the gas phase. Source: OMol25; level of theory: ωB97M-V/def2-TZVPD.

## Properties
SMILES string: CO/N=C/NS
Multiplicity: 1
HOMO energy: -8.35 eV

Bonds (Å) are listed after each position.
Geometry (Å):
1 C 2.23 -0.78 -0.08  O2 1.437, H7 1.132, H8 1.099, H9 1.104
2 O 1.38 0.38 -0.12  C1 1.437, N3 1.361
3 N 0.08 -0.01 -0.17  O2 1.361, C4 1.267
4 C -0.71 0.98 -0.10  N3 1.267, N5 1.385, H10 1.090
5 N -2.08 0.82 -0.08  C4 1.385, S6 1.715, H11 1.020
6 S -2.86 -0.70 -0.19  N5 1.715, H12 1.361
7 H 3.26 -0.32 -0.17  C1 1.132
8 H 1.97 -1.37 -0.98  C1 1.099
9 H 2.08 -1.37 0.84  C1 1.104
10 H -0.31 2.00 -0.15  C4 1.090
11 H -2.65 1.62 0.20  N5 1.020
12 H -2.39 -1.23 0.98  S6 1.361

Want to see where the charge sits? The natural (NBO) charges in e are: -0.249, -0.410, -0.219, 0.199, -0.765, 0.198, 0.193, 0.185, 0.180, 0.183, 0.405, 0.102

***

Of them, ii has the lowest stability.